Entry 1:
{
  "formula": "C8H12OS2",
  "method": "ωB97M-V with the def2-TZVPD basis set",
  "species": ["O", "C", "C", "C", "C", "C", "C", "H", "H", "H", "H", "H", "H", "C", "S", "S", "C", "H", "H", "H", "H", "H", "H"],
  "xyz": [[-0.7318, -1.0447, -1.3883], [-0.2765, -1.9833, -0.4970], [-0.9909, -3.1787, -0.4116], [-0.5753, -4.1684, 0.4758], [0.5491, -3.9748, 1.2800], [1.2581, -2.7782, 1.1896], [0.8488, -1.7816, 0.3033], [-0.1361, -0.2577, -1.3429], [-1.8732, -3.3166, -1.0505], [-1.1417, -5.1069, 0.5384], [0.8727, -4.7581, 1.9780], [2.1445, -2.6117, 1.8158], [1.4085, -0.8396, 0.2333], [-0.6860, 2.6938, 1.2033], [0.8563, 3.5884, 0.9159], [1.2080, 3.2153, -1.0569], [0.2247, 4.4952, -1.8674], [-0.9397, 2.8074, 2.2707], [-0.5762, 1.6192, 0.9802], [-1.5172, 3.0953, 0.5995], [-0.8527, 4.3849, -1.6589], [0.5418, 5.5047, -1.5559], [0.3847, 4.3959, -2.9542]],
  "forces_ev_per_angstrom": [[0.9, 0.8, 0.3], [0.0, -0.1, 0.0], [-0.2, -0.1, -0.1], [-0.1, -0.1, 0.0], [0.1, -0.2, 0.2], [0.1, 0.0, 0.1], [0.1, 0.1, 0.0], [-0.7, -0.8, -0.1], [0.4, 0.1, 0.3], [0.3, 0.5, 0.0], [-0.2, 0.4, -0.4], [-0.4, -0.1, -0.3], [-0.2, -0.4, 0.0], [-0.6, -0.4, 0.0], [0.0, -0.1, 0.0], [0.0, 0.0, 0.0], [-0.4, 0.5, -0.3], [0.1, 0.0, -0.4], [0.0, 0.5, 0.1], [0.4, -0.1, 0.3], [0.5, -0.1, -0.1], [0.0, -0.5, -0.1], [0.0, 0.0, 0.4]],
  "gap_ev": 9.29,
  "e_tot_ev": -32208.61367,
  "smiles": "Oc1ccccc1.CSSC",
  "relative_energy_kcal_mol": 0.00,
  "e_lumo_ev": 0.67
}

***

Entry 2:
{
  "formula": "C4H13NO",
  "method": "ωB97M-V with the def2-TZVPD basis set",
  "species": ["C", "C", "O", "H", "H", "H", "H", "H", "H", "C", "N", "C", "H", "H", "H", "H", "H", "H", "H"],
  "xyz": [[0.8884, 2.3271, 0.2701], [1.4959, 0.9420, 0.3930], [0.7532, 0.0828, 1.2203], [0.8655, 2.8619, 1.2199], [-0.1601, 2.2256, -0.0747], [1.3614, 2.9639, -0.4833], [1.6279, 0.4906, -0.6057], [2.5115, 1.0277, 0.7918], [-0.0079, -0.4929, 0.6753], [-1.2251, -1.4675, 0.8619], [-0.5424, -1.6154, -0.4075], [-0.7750, -0.7481, -1.5556], [-0.6573, -1.8929, 1.6812], [-1.7027, -0.5018, 1.0575], [-2.0975, -2.1545, 0.8667], [0.1300, -2.3577, -0.4503], [-1.8574, -0.7378, -1.7227], [-0.2397, -1.1991, -2.3908], [-0.3690, 0.2458, -1.3471]],
  "forces_ev_per_angstrom": [[-1.0, 0.1, -0.4], [0.3, -0.2, -0.4], [-1.8, -1.0, -0.9], [0.1, -0.1, 0.0], [0.3, 0.1, 0.3], [0.3, -0.2, 0.1], [-0.1, 0.1, 0.1], [-0.1, -0.1, 0.2], [4.3, 2.8, 1.3], [-3.3, -2.9, -0.4], [0.3, 0.3, 0.1], [-0.1, -0.9, 1.0], [0.5, 0.7, 0.2], [0.7, 0.1, 0.0], [-0.1, 0.2, 0.0], [0.0, 0.2, -0.1], [0.2, 0.4, -0.5], [-0.2, 0.2, -0.2], [-0.3, 0.1, -0.4]],
  "gap_ev": 9.58,
  "e_tot_ev": -7894.28915,
  "smiles": "CCO.CNC",
  "relative_energy_kcal_mol": 54.69,
  "e_lumo_ev": 1.00
}

***

Entry 3:
{
  "formula": "C20H64O20S4",
  "method": "ωB97M-V with the def2-TZVPD basis set",
  "species": ["C", "C", "O", "S", "C", "O", "O", "H", "H", "H", "H", "H", "H", "H", "H", "C", "C", "O", "S", "C", "O", "O", "H", "H", "H", "H", "H", "H", "H", "H", "C", "C", "O", "S", "C", "O", "O", "H", "H", "H", "H", "H", "H", "H", "H", "C", "C", "O", "S", "C", "O", "O", "H", "H", "H", "H", "H", "H", "H", "H", "C", "O", "H", "H", "H", "H", "C", "O", "H", "H", "H", "H", "C", "O", "H", "H", "H", "H", "C", "O", "H", "H", "H", "H", "C", "O", "H", "H", "H", "H", "C", "O", "H", "H", "H", "H", "C", "O", "H", "H", "H", "H", "C", "O", "H", "H", "H", "H"],
  "xyz": [[1.6646, 1.8076, 5.3476], [2.6873, 1.1977, 4.5039], [2.7491, -0.2279, 4.6621], [1.6109, -1.2896, 4.0230], [2.4964, -1.5155, 2.4125], [1.6535, -2.5902, 4.7477], [0.3566, -0.5786, 3.7573], [1.6196, 2.8962, 5.3149], [1.6619, 1.5627, 6.4097], [0.6614, 1.5459, 5.0111], [2.5392, 1.2812, 3.4272], [3.6280, 1.6214, 4.8558], [2.0516, -2.3252, 1.8340], [3.5047, -1.7624, 2.7449], [2.5330, -0.5836, 1.8484], [-1.8279, -4.5873, -0.0150], [-1.5865, -4.5340, 1.4647], [-1.1504, -5.7681, 1.9632], [0.0790, -5.7373, 3.0803], [-0.8596, -4.8379, 4.4425], [0.4472, -7.1349, 3.4059], [1.1681, -4.8616, 2.5653], [-0.9416, -4.7102, -0.6375], [-2.2714, -3.7980, -0.6220], [-2.4694, -5.4350, -0.2560], [-0.9667, -3.6642, 1.6825], [-2.5677, -4.2827, 1.8674], [-1.7364, -5.4563, 4.6343], [-1.2795, -3.9332, 4.0028], [-0.1665, -4.8046, 5.2831], [-1.6521, 4.6050, -5.9062], [-1.2186, 4.3335, -4.4878], [0.2254, 4.5812, -4.5839], [1.2597, 3.2806, -4.5825], [1.3821, 3.1797, -2.8121], [0.5350, 2.0763, -5.0344], [2.4910, 3.7567, -5.2820], [-1.1968, 3.8403, -6.5355], [-1.3891, 5.5797, -6.3173], [-2.7405, 4.5476, -5.9110], [-1.6089, 5.0648, -3.7800], [-1.4670, 3.3305, -4.1408], [0.5745, 2.5393, -2.4574], [1.2867, 4.2160, -2.4879], [2.3065, 2.6354, -2.6191], [-1.2458, 2.1439, 2.9239], [-0.2186, 2.6902, 1.9696], [-0.6557, 3.8409, 1.2018], [-0.2292, 5.4212, 1.5393], [-1.4954, 5.7376, 2.8829], [1.1137, 5.3766, 2.0643], [-0.5852, 6.2616, 0.3657], [-1.6483, 3.0291, 3.4163], [-0.9440, 1.4073, 3.6685], [-2.1201, 1.7032, 2.4449], [0.6681, 3.0267, 2.5068], [0.0431, 1.9161, 1.2481], [-2.4423, 5.4609, 2.4193], [-1.3075, 6.7671, 3.1877], [-1.2589, 5.0123, 3.6614], [-2.8465, 2.0083, -0.9427], [-3.1436, 3.2476, -0.3472], [-3.3904, 1.7155, -1.8408], [-1.8258, 1.6258, -0.9395], [-3.3098, 1.3315, -0.2248], [-2.9443, 3.2105, 0.5912], [-3.5167, -2.3241, -3.5803], [-3.1472, -1.2007, -2.7963], [-4.5549, -2.5840, -3.3740], [-3.4120, -2.0706, -4.6352], [-2.9015, -3.1940, -3.3502], [-2.2543, -0.9279, -3.0197], [1.9414, -4.8974, -0.9573], [1.7732, -6.0245, -0.1262], [1.7504, -3.9596, -0.4355], [2.8695, -4.7532, -1.5104], [1.1222, -4.8998, -1.6762], [1.8303, -5.7410, 0.7892], [-0.3156, -1.1212, -5.1160], [-0.2856, -0.7151, -3.8031], [0.2611, -0.5987, -5.8792], [-0.0572, -2.1740, -5.2290], [-1.2861, -1.0192, -5.6017], [0.6429, -0.7193, -3.5593], [4.1732, 2.1223, 0.1280], [3.2989, 1.5542, 1.0626], [4.1401, 1.6790, -0.8673], [4.0002, 3.1984, 0.1372], [5.1750, 1.9651, 0.5278], [2.6321, 1.0071, 0.6411], [-3.2066, -1.0016, 2.7190], [-3.2863, -1.7342, 1.5100], [-4.0483, -0.3092, 2.7347], [-3.2257, -1.5934, 3.6342], [-2.3015, -0.4025, 2.8184], [-4.0612, -1.5980, 0.9600], [0.2893, -0.7958, -0.0054], [1.2502, 0.1206, -0.5318], [-0.0139, -0.3556, 0.9446], [-0.6380, -1.0226, -0.5315], [0.6766, -1.8057, 0.1300], [1.1663, -0.0233, -1.4773], [3.2390, -2.0603, -3.2892], [2.6633, -0.7667, -2.9201], [3.8100, -1.9447, -4.2104], [3.7924, -2.5421, -2.4832], [2.3274, -2.6119, -3.5191], [3.3970, -0.1495, -2.8719]],
  "forces_ev_per_angstrom": [[-2.8, 1.0, 0.7], [0.2, -0.5, -0.8], [-1.0, -2.7, 0.8], [1.2, -0.5, -0.8], [-0.2, -0.1, 1.2], [-0.2, 3.8, -1.3], [1.3, -1.0, 0.8], [0.6, 0.2, -0.2], [0.6, -0.3, 0.0], [0.0, -0.3, 0.0], [0.1, 1.1, 0.0], [0.5, -0.6, -0.6], [-0.1, 0.0, 0.3], [-0.1, -0.2, -0.2], [-0.2, -0.1, 0.3], [0.4, -1.2, -2.2], [-1.5, 2.4, -0.9], [1.9, -1.1, 1.3], [0.9, -0.2, -0.5], [0.5, -1.6, -1.3], [-1.5, 3.3, -0.7], [-2.2, -1.5, 0.9], [0.6, -0.5, 0.5], [-0.5, 0.9, 1.3], [0.1, -0.3, 0.1], [0.5, -0.3, 0.3], [0.0, -0.2, 0.6], [0.3, -0.4, 0.2], [0.8, 0.3, 0.3], [-0.3, 0.5, -0.1], [-1.1, -0.5, 0.1], [0.8, 1.0, -0.9], [1.3, -1.6, 0.3], [-0.6, 0.8, -2.0], [0.5, -0.5, -0.5], [1.5, 2.0, 0.4], [-3.1, -1.4, 2.2], [-0.3, 0.0, -0.1], [0.3, 0.0, 0.5], [-0.2, -0.2, -0.5], [0.2, 0.0, 0.1], [0.2, 0.0, -0.1], [-0.2, 0.3, -0.1], [0.5, -0.3, 0.4], [0.2, 0.5, 0.4], [-1.4, 1.0, 0.1], [1.1, -0.1, 0.2], [-0.5, 1.3, -0.4], [-1.5, -0.3, -1.1], [1.7, -0.6, -1.3], [-0.8, 0.3, -0.2], [0.9, -2.4, 2.8], [-0.1, -0.2, 0.6], [0.6, 0.3, -0.3], [0.1, 0.0, -0.5], [0.2, -0.4, 0.0], [0.3, 0.3, -0.2], [0.0, 0.6, 0.1], [-0.5, -0.1, 0.0], [0.1, 0.3, 0.1], [-1.1, -2.1, 2.1], [0.2, 1.2, -1.2], [0.2, 1.1, -0.4], [0.5, 0.8, -0.4], [0.0, -1.0, -0.1], [0.2, -0.1, -0.2], [0.3, 0.3, -0.1], [-0.5, 0.0, 0.4], [0.0, 0.2, 0.1], [-0.1, -0.2, -0.2], [0.1, -0.1, 0.0], [0.3, -0.1, -0.2], [-1.3, 0.7, 0.0], [0.6, 0.1, -0.5], [0.2, 0.1, 0.5], [0.4, -0.7, 0.2], [0.1, -0.2, -0.4], [0.1, 0.1, 0.3], [-0.6, -1.1, -2.6], [-0.1, 0.6, 0.8], [0.8, 0.6, 0.7], [0.1, -0.3, 0.1], [-0.6, 0.0, 0.8], [0.3, 0.2, 0.3], [0.6, 0.4, 0.6], [-0.6, -0.6, 0.6], [-0.3, 0.1, -0.1], [0.0, 0.1, -0.6], [0.2, 0.0, -0.2], [-0.2, 0.1, -0.5], [-0.9, 0.9, -0.2], [1.2, -0.9, 0.0], [0.0, 0.2, 0.4], [-0.3, -0.6, -0.2], [0.2, -0.2, -0.6], [-0.1, 0.4, 0.5], [-0.4, -0.2, 1.3], [-1.0, -0.5, -0.5], [0.0, -0.5, 0.3], [0.0, 0.9, -0.8], [0.6, 0.1, 0.3], [0.8, 0.3, -0.4], [-1.4, 0.8, -0.3], [0.7, -0.6, 0.0], [0.2, -0.2, 0.2], [0.0, 0.2, 0.0], [0.4, -0.5, 0.0], [-0.1, 0.3, 0.1]],
  "gap_ev": 10.33,
  "e_tot_ev": -106060.35185,
  "smiles": "CCOS(C)(=O)=O.CCOS(C)(=O)=O.CCOS(C)(=O)=O.CCOS(C)(=O)=O.CO.CO.CO.CO.CO.CO.CO.CO",
  "relative_energy_kcal_mol": 82.08,
  "e_lumo_ev": 0.14
}